Record 1
Density functional theory data (ωB97M-V/def2-TZVPD) for 15 unconnected molecules or ions with the total composition C4H39NO16 in a non-equilibrium geometry.

The calculation puts the total energy at -1434.34320 Eh. The LUMO energy comes out at 0.005 Eh. As for the largest force on an atom: 2.92 eV/Å. Its HOMO-LUMO gap is 9.0465 eV. As for the multiplicity: 1. The molar mass comes out at 357.35 g/mol.

XYZ file:
```
60
C4H39NO16 | the Open Molecules 2025 dataset | ωB97M-V/def2-TZVPD
C -1.52464 0.60898 -2.06004
C -2.16895 -0.73063 -2.62050
C -3.16819 -1.42007 -1.75114
O -2.55345 -1.99034 -0.55945
N -0.21596 0.43703 -1.46944
C -0.11736 0.01664 -0.06541
O 1.28770 -0.13248 0.31915
H -1.43784 1.26480 -2.90636
H -2.31465 0.89137 -1.35147
H -1.30067 -1.43396 -2.81925
H -2.49587 -0.56889 -3.68115
H -3.74512 -0.68333 -1.19610
H -3.75016 -2.18993 -2.32107
H -1.72715 -2.46992 -0.77311
H 0.27605 -0.27805 -2.02431
H -0.42825 0.69886 0.70629
H -0.30640 -1.08790 0.09588
H 1.92034 0.58360 0.20160
H 1.62722 -4.81335 1.46948
H 1.71003 -3.24147 1.66542
O 1.10060 -4.05672 1.72400
H 1.91193 1.66298 -2.37855
H 2.76682 2.81492 -1.90866
O 2.82850 1.98192 -2.40736
H 0.90327 -2.28685 -1.08650
H 0.66114 -3.65117 -0.54454
O 0.31930 -3.03937 -1.22033
H -0.81214 -1.25634 2.58850
H -2.14364 -0.61219 1.99543
O -1.19651 -0.45842 2.12593
H -3.50343 -1.01457 0.80783
H -4.14727 -1.28193 2.06510
O -3.99078 -0.51206 1.51012
H -0.28176 4.73743 0.22262
H -0.39498 4.19814 1.53485
O -0.81964 4.90458 1.00259
H 4.17587 0.92272 -1.80760
H 5.45818 0.22214 -2.15565
O 4.50088 0.10320 -2.19935
H -3.47777 3.06092 2.34811
H -3.31795 1.66604 1.72242
O -3.12057 2.59888 1.59275
H -0.67242 1.04408 2.58211
H 0.52188 1.22003 3.42206
O -0.13649 1.78856 2.97108
H 2.55050 3.25270 2.50181
H 1.00162 3.06041 2.25718
O 1.87229 3.25938 1.82731
H 2.56592 3.74393 0.34275
H 2.38609 5.01257 -0.53573
O 2.72245 4.09202 -0.57564
H 0.01305 -3.08720 3.35512
H -1.35893 -3.42291 2.81077
O -0.93558 -2.94533 3.54953
H 2.30038 -1.40613 0.65913
H 3.53705 -2.45253 0.53356
O 2.77894 -2.15855 1.04000
H 0.72197 -2.03531 -4.18425
H 2.05076 -1.53255 -3.52510
O 1.09380 -1.59838 -3.42239
```

***

Record 2
Density functional theory data (ωB97M-V/def2-TZVPD) for a molecular structure, C24H16BrMoN4O5 in a non-equilibrium geometry.

The calculation puts the total energy at -4161.22649 Eh. The LUMO energy (spin up / spin down) comes out at -0.176 / -0.176 Eh. As for the largest force on an atom: 2.47 eV/Å. Its HOMO-LUMO gap (spin up / spin down) is 5.4304 / 5.4197 eV. Its charge is +1. As for the multiplicity: 3. The molar mass comes out at 616.26 g/mol.

XYZ file:
```
51
C24H16BrMoN4O5 | the Open Molecules 2025 dataset | ωB97M-V/def2-TZVPD
Mo 0.84227 0.10606 0.54863
O -3.22718 1.82365 4.90116
C -2.32349 1.49780 3.97644
C -1.09323 2.16724 3.85177
C -0.24843 1.76648 2.84726
N -0.57013 0.77298 2.02758
C -1.68812 0.04522 2.19620
C -2.61851 0.40830 3.14926
C -1.56543 -1.12503 1.31246
O -3.77141 -1.96389 0.58946
O -0.30987 -1.26857 0.97198
C 1.16792 2.21911 2.54082
O 1.64469 3.25464 2.90801
O 1.78642 1.30316 1.79947
H -2.92021 2.54284 5.46455
H -0.79395 2.95455 4.53224
H -3.53470 -0.14568 3.30028
C -3.31595 -4.35445 0.42820
C -2.32171 -4.43902 -0.60512
C -1.69239 -3.44122 -1.26476
C -1.76514 -2.04334 -0.98254
C -2.55203 -1.40814 0.16042
C -3.94195 -3.26616 0.89660
N -0.87930 -1.22375 -1.46876
N -0.08581 -1.44752 -2.45783
C 1.22427 -1.17392 -2.29712
C 2.02451 -1.29167 -3.46137
C 3.38567 -1.18420 -3.37321
C 3.99105 -0.99761 -2.11986
C 3.22408 -0.86546 -0.98085
C 1.81404 -0.86824 -1.00468
H -3.66992 -5.29170 0.83427
H -2.06734 -5.44893 -0.90330
H -0.97950 -3.71036 -2.03424
H -2.85634 -0.42122 -0.20121
H -4.77320 -3.37004 1.58261
H 1.52479 -1.50082 -4.39781
H 4.00061 -1.28100 -4.25757
H 5.07124 -0.97378 -2.04958
H 3.72699 -0.76158 -0.02275
Br -1.20831 2.00245 -1.31363
C 0.59115 2.55428 -1.43514
C 0.92238 3.62756 -2.23665
C 2.23623 4.06267 -2.21863
C 3.14423 3.40659 -1.40086
C 2.72265 2.32782 -0.65618
N 1.45293 1.88243 -0.67307
H 0.16215 4.10559 -2.83547
H 2.53609 4.90677 -2.82418
H 4.17242 3.73009 -1.33428
H 3.40476 1.79902 -0.00903
```

***

Record 3
Density functional theory data (ωB97M-V/def2-TZVPD) for a molecular structure, C41H48Cl2O5OsSSe.

The calculation puts the total energy at -5778.08598 Eh. The LUMO energy comes out at -0.042 Eh. As for the largest force on an atom: 0.89 eV/Å. Its HOMO-LUMO gap is 6.6667 eV. As for the multiplicity: 1. The molar mass comes out at 992.99 g/mol.

XYZ file:
```
99
C41H48Cl2O5OsSSe | the Open Molecules 2025 dataset | ωB97M-V/def2-TZVPD
Os 0.45029 -1.77038 -0.01590
C -0.07451 4.46288 -4.93783
C 0.69082 4.19018 -3.64255
C 2.19240 4.20935 -3.96161
C 0.37215 5.31273 -2.64490
C 0.31095 2.84802 -3.01670
C 0.99575 2.38950 -1.89832
C 0.62517 1.19079 -1.32145
Se 1.62095 0.38862 0.10150
C 0.73277 0.95171 1.69382
C 1.10195 2.11519 2.34600
C 0.47849 2.46501 3.53219
C -0.50634 1.59885 4.01137
C -0.88116 0.41069 3.39300
C -0.21488 0.06813 2.19674
O -0.50577 -1.08120 1.56634
C -1.98417 -0.47882 3.97414
C -2.57096 0.10787 5.26063
C -1.42634 -1.86919 4.31463
C -3.12992 -0.60847 2.95822
C 0.86576 3.76079 4.24418
C 0.13075 3.93318 5.57368
C 0.51803 4.95327 3.34173
C 2.37447 3.76329 4.52630
C -0.38466 0.39147 -1.84151
O -0.68094 -0.77738 -1.24003
C -1.09842 0.82125 -2.96980
C -0.71728 2.04805 -3.51271
C -2.24664 -0.00374 -3.55459
C -3.36314 -0.13614 -2.50696
C -2.84361 0.66102 -4.79687
C -1.75499 -1.40238 -3.96117
H 0.26188 5.40976 -5.36342
H -1.14951 4.54394 -4.76600
H 0.09720 3.68245 -5.68183
H 2.45495 5.13984 -4.46929
H 2.46431 3.37560 -4.61121
H 2.80060 4.14543 -3.05847
H 0.67065 6.28149 -3.05266
H 0.90192 5.16658 -1.70205
H -0.69700 5.34632 -2.42763
H 1.80794 2.96432 -1.46898
H 1.86408 2.75062 1.90990
H -1.00913 1.86632 4.92687
H -1.81921 0.20850 6.04647
H -3.34666 -0.56406 5.63117
H -3.03182 1.08357 5.09349
H -0.55673 -1.78631 4.97143
H -1.13103 -2.40938 3.42042
H -2.18940 -2.45125 4.83692
H -3.57237 0.36907 2.75445
H -3.91131 -1.25524 3.36477
H -2.78460 -1.03511 2.01905
H -0.94832 4.02039 5.43235
H 0.47443 4.84725 6.06084
H 0.32274 3.10119 6.25408
H -0.55532 4.99111 3.14710
H 1.03082 4.88803 2.38080
H 0.81431 5.89102 3.81782
H 2.65969 2.89850 5.12800
H 2.65281 4.66792 5.07121
H 2.95850 3.73859 3.60530
H -1.25076 2.39487 -4.38330
H -3.77562 0.84402 -2.25773
H -2.99819 -0.60098 -1.59279
H -4.17211 -0.75322 -2.90553
H -3.25651 1.64739 -4.57644
H -3.65830 0.03962 -5.17168
H -2.10872 0.76257 -5.59852
H -1.51708 -2.00222 -3.08764
H -0.86803 -1.34151 -4.59587
H -2.53888 -1.91577 -4.52278
Cl 0.69574 -3.76807 1.70742
C 2.33172 -3.91656 2.26228
C 2.62278 -4.67391 3.37755
C 3.95314 -4.81010 3.74303
C 4.94156 -4.19377 2.99018
C 4.60669 -3.43302 1.88401
Cl 5.87086 -2.67333 0.97467
C 3.27667 -3.26274 1.48421
S 2.86872 -2.28271 0.10086
H 1.82779 -5.14660 3.93679
H 4.22175 -5.39763 4.60965
H 5.98418 -4.29156 3.25856
O 1.60643 -4.03624 -4.05026
C 0.57662 -4.85030 -3.76915
C 0.30756 -5.88158 -4.67085
C -0.74118 -6.74587 -4.44099
C -1.55241 -6.61499 -3.31222
C -1.29175 -5.60197 -2.41780
C -0.23217 -4.71373 -2.63010
C 0.00331 -3.64360 -1.66523
O -0.70945 -3.48104 -0.62635
O 0.94888 -2.79681 -1.82188
H 1.68372 -3.36993 -3.34161
H 0.93941 -5.97630 -5.54342
H -0.93583 -7.53920 -5.15177
H -2.37317 -7.29821 -3.14513
H -1.89884 -5.46559 -1.53268
```

***

Record 4
Density functional theory data (ωB97M-V/def2-TZVPD) for a molecular structure, C31H23AsBrEuF6NO6P in a non-equilibrium geometry.

The calculation puts the total energy at -8162.28232 Eh. The LUMO energy (spin up / spin down) comes out at -0.003 / 0.004 Eh. As for the largest force on an atom: 2.77 eV/Å. Its HOMO-LUMO gap (spin up / spin down) is 7.2458 / 7.4434 eV. As for the multiplicity: 7. The molar mass comes out at 957.28 g/mol.

XYZ file:
```
71
C31H23AsBrEuF6NO6P | the Open Molecules 2025 dataset | ωB97M-V/def2-TZVPD
Eu 0.25504 -0.68012 -1.53297
O 3.34240 -0.84651 0.67614
C 2.37710 -0.09571 0.83820
O 1.63395 0.36914 -0.18025
C 1.87001 0.39720 2.11154
C 2.62043 0.25107 3.28178
C 2.14530 0.74192 4.47468
C 0.89063 1.39519 4.53176
C 0.12157 1.53515 3.39571
C 0.58063 1.03291 2.16440
P -0.32747 1.29678 0.63561
C 0.10021 3.03296 0.17222
C -0.66213 4.10390 0.65631
C -0.29671 5.41862 0.39950
C 0.84328 5.69406 -0.33911
C 1.62074 4.64359 -0.80184
C 1.25652 3.32612 -0.54782
C -2.09630 1.39281 1.09360
C -2.58538 0.63227 2.15454
C -3.95117 0.55692 2.40581
C -4.84871 1.22759 1.58993
C -4.37528 1.96606 0.51042
C -3.01214 2.03988 0.25744
H 3.58220 -0.24557 3.22372
H 2.74198 0.63890 5.37529
H 0.52724 1.79078 5.47293
H -0.83356 2.04966 3.45312
H -1.54052 3.91555 1.25501
H -0.90454 6.22980 0.78633
H 1.12896 6.72150 -0.54416
H 2.52505 4.84540 -1.36612
H 1.88154 2.52707 -0.90886
H -1.89341 0.08330 2.78709
H -4.31339 -0.04118 3.23625
H -5.91487 1.16193 1.78178
H -5.07104 2.48309 -0.14301
H -2.66078 2.60738 -0.59256
O 4.24767 -2.58881 -6.16615
C 3.60123 -2.22619 -5.04043
C 4.05813 -1.23355 -4.18107
C 3.30675 -0.93038 -3.07032
N 2.15540 -1.54636 -2.79192
C 1.77241 -2.51117 -3.60682
Br 0.15186 -3.37208 -3.09383
C 2.42480 -2.90003 -4.74491
H 5.05052 -2.07431 -6.27400
H 4.98574 -0.70590 -4.37414
H 3.62397 -0.18052 -2.35801
H 2.05316 -3.68640 -5.38504
O -3.23189 -2.64182 1.20332
C -2.26382 -3.48818 1.59058
C -2.62718 -4.50001 2.48109
C -1.68469 -5.40136 2.92863
C -0.35420 -5.32536 2.50826
C 0.01007 -4.33255 1.62825
C -0.92936 -3.40814 1.15779
C -0.47973 -2.39137 0.20341
O 0.71766 -2.34809 -0.19728
O -1.30699 -1.52107 -0.27435
H -2.84309 -1.97653 0.60596
H -3.66178 -4.54765 2.80437
H -1.98511 -6.18081 3.62193
H 0.37906 -6.03536 2.86910
H 1.03340 -4.23284 1.28221
F 0.79097 1.18743 -2.72250
As -0.74933 1.23438 -3.65984
F -1.51202 0.57839 -2.16993
F -0.38025 -0.48108 -3.92919
F -2.21796 1.10093 -4.46297
F 0.12060 1.67780 -5.02845
F -1.01338 2.78956 -3.11812
```